Density functional theory data (ωB97M-V/def2-TZVPD) for 2 unconnected molecules or ions with the total composition C5H13N2O.

Last column: natural (NBO) charge in e.
Cartesian coordinates (Å):
1 C -1.276 1.006 1.362  -0.224
2 C -2.356 1.399 0.703  0.018
3 N -3.195 0.587 -0.048  -0.798
4 N -0.485 1.937 2.180  -1.105
5 H -0.840 0.027 1.294  0.216
6 H -2.697 2.423 0.773  0.204
7 H -3.505 1.017 -0.910  0.384
8 H -2.846 -0.348 -0.210  0.376
9 H 0.513 2.011 1.852  0.298
10 H -0.460 1.646 3.192  0.317
11 H -0.884 2.904 2.162  0.325
12 C 2.598 -1.786 -1.102  -0.103
13 O 2.996 -2.475 -2.288  -0.721
14 C 1.419 -0.922 -1.437  -0.175
15 C 0.246 -1.029 -0.834  -0.409
16 H 3.409 -1.132 -0.771  0.174
17 H 2.344 -2.488 -0.307  0.167
18 H 3.952 -2.568 -2.293  0.471
19 H 1.583 -0.168 -2.197  0.205
20 H -0.534 -0.318 -1.089  0.190
21 H 0.017 -1.722 -0.034  0.191

Computed properties:
Orbital gap (alpha / beta) = 4.4 / 10.1 eV
Energy relative to the best compared isomer or geometry (same formula, charge and spin) = 84.61 kcal per mole
<S²> = 0.75
Charge = 0
HOMO level (alpha / beta) = -3.63 / -9.38 eV
Multiplicity = 2